The following is a quantum chemistry calculation of a molecular structure, C51H66BN6P2Pd, from the Open Molecules 2025 dataset.

Computed properties:
E ... -85639.3972 eV
Charge ... -1
Highest occupied orbital energy ... -3.420 eV

Cartesian coordinates (Å):
Pd  -0.41485  0.63510  -0.20725
P  -0.11090  -0.05754  -2.60487
P  -1.60358  2.49202  -0.28876
N  -1.24653  -1.89308  0.05974
N  2.12552  -0.00438  0.13730
N  2.22382  -1.36435  0.21911
N  -0.12340  -2.65616  0.13298
N  0.77375  -1.64006  2.28968
N  0.28034  -0.38535  2.42444
C  -0.02962  4.81560  -0.12458
C  0.62062  -5.01152  -0.37159
C  -1.47009  4.47799  1.75314
C  -3.62358  -2.17321  -0.57768
C  3.33537  0.45600  -0.13586
C  1.61011  -3.55049  3.69304
C  -5.49130  3.62511  0.60005
C  3.87075  2.32501  -1.71916
C  -1.68822  1.39375  3.90610
C  0.49445  5.95091  0.47494
C  0.59806  2.31984  3.58105
C  4.95605  2.21106  0.51738
C  -3.82683  1.45731  1.05408
C  -1.90760  3.14681  -2.01667
C  -1.83027  -1.78581  -4.11524
C  -0.64934  -1.64828  -3.38875
C  -2.20111  -2.66873  -0.43054
C  -5.95536  2.53782  1.33539
C  -0.21080  1.20698  4.24775
C  -3.66729  -0.84911  -1.34739
C  -5.12174  1.45484  1.56142
C  -1.39113  -4.12222  -4.49553
C  3.79344  0.41800  -5.07625
C  -2.20273  -3.01100  -4.65656
C  -0.02358  1.27470  5.76289
C  0.03671  6.35590  1.72155
C  -0.94724  5.61308  2.35748
C  3.99646  -3.15864  -0.00025
C  0.74195  -1.23650  4.45414
C  -0.21014  -4.00059  -3.77561
C  3.50985  -1.74524  -0.00925
C  -1.71482  -3.96808  -0.65871
C  3.65875  1.93280  -0.25310
C  1.47474  0.98782  -4.76764
C  2.66034  1.10744  -5.48244
C  0.26088  -0.13081  3.72425
C  -4.46467  -3.20812  -1.32873
C  0.14341  -2.78441  -3.21648
C  -1.26310  1.11598  -3.42417
C  2.56548  -0.45855  -3.20545
C  -3.34564  2.53795  0.32919
C  2.54508  2.78695  0.33623
C  4.25041  -0.61257  -0.25009
C  -1.02533  4.06169  0.49964
C  3.74117  -0.36656  -3.93263
C  1.05704  -2.17613  3.49791
C  1.40432  0.18921  -3.62806
C  -0.38928  -3.91474  -0.29169
C  -0.94569  2.57877  -3.05903
C  -4.19737  3.62236  0.10525
C  -4.20661  -1.98857  0.83080
B  1.14609  -2.24729  0.92880
H  5.30579  -0.57222  -0.46946
H  3.53978  -3.75518  -0.79267
H  -5.47346  -2.81693  -1.48898
H  -1.86174  4.23817  -2.00298
H  -3.83748  4.48426  -0.44651
H  0.26456  3.30200  3.93047
H  -1.31062  5.91236  3.33372
H  4.86687  1.88420  1.55526
H  2.47962  2.65934  1.41674
H  1.70690  -3.28106  1.15318
H  -1.29371  0.97293  -4.50835
H  2.95248  2.20356  -2.29676
H  -1.80927  1.40465  2.82471
H  2.69395  1.73778  -6.36330
H  2.55786  -1.01820  -2.27921
H  0.08283  2.66340  -2.68991
H  5.80945  1.69634  0.06914
H  -4.60744  -0.32158  -1.16022
H  4.62666  -0.88182  -3.57865
H  -2.25513  0.85775  -3.04448
H  -0.34699  2.25083  6.13390
H  1.00520  -5.29331  0.61005
H  -2.23456  3.90829  2.26701
H  -3.61238  -1.27352  1.40161
H  1.66224  2.21063  3.80856
H  1.47866  -4.72844  -0.98456
H  5.16886  3.28399  0.51023
H  0.35685  4.50336  -1.08880
H  -5.23892  -1.62902  0.77625
H  -0.99596  3.19342  -3.96312
H  0.84154  -1.34714  5.52164
H  2.74380  3.84214  0.12697
H  1.04642  -2.72047  -2.62304
H  -3.16847  0.60918  1.20159
H  1.02509  1.13721  6.03726
H  -2.93083  2.87248  -2.28816
H  -0.61436  0.50859  6.27178
H  0.15515  -5.88675  -0.82651
H  -4.55145  -4.13994  -0.76436
H  -2.23050  -4.81659  -1.07716
H  2.62367  -3.64282  3.29723
H  -4.19236  -2.93723  1.37302
H  -6.13838  4.47518  0.41918
H  -1.67835  -5.07688  -4.91962
H  3.78581  -3.66014  0.94380
H  0.44858  7.23887  2.19459
H  1.57278  2.51458  -0.07872
H  4.64115  1.71033  -2.18752
H  -2.47502  -0.93194  -4.27723
H  -2.84385  -0.19710  -1.04814
H  5.07506  -3.16148  -0.16111
H  0.47695  2.27411  2.49823
H  -2.06502  2.33864  4.31208
H  -4.02480  -3.43381  -2.30290
H  -2.29270  0.57586  4.30804
H  4.18257  3.37269  -1.78033
H  1.63976  -3.77734  4.75922
H  0.42818  -4.86354  -3.62533
H  0.99726  -4.30735  3.20038
H  1.27012  6.51450  -0.03074
H  4.71685  0.50922  -5.63552
H  0.59965  1.52286  -5.11432
H  -6.96579  2.53714  1.72631
H  -3.59097  -1.03575  -2.42126
H  -5.47561  0.59978  2.12538
H  -3.13014  -3.08907  -5.21227